No. 1
169
Properties=species:S:1:pos:R:3:forces:R:3:lowdin_charge:R:1 method="wB97M-V/def2-TZVPD" total_charge=0 e_homo_ev=-9.44 orbital_gap_ev=9.7 molar_mass_g_mol=1023.2
O 13.934267 8.713312 12.075184 1.1200 0.7507 0.5007 -0.0882
O 16.906911 15.202618 17.166202 -0.9515 0.6763 0.4836 -0.0247
O 9.846760 14.024378 17.217863 0.3533 -0.2243 0.6819 -0.1623
O 13.979540 13.954628 9.964346 0.3869 1.2275 -0.0111 -0.1462
O 10.271382 16.982458 17.257295 0.4518 -0.3728 -0.3486 -0.1026
O 18.351444 15.638237 11.707263 1.8095 -0.2227 0.5094 -0.0169
O 15.556211 15.691951 7.590865 -0.1476 -0.3800 0.9965 -0.1466
O 10.543334 17.914913 9.160648 0.1700 -0.4640 -0.7295 -0.1202
O 10.400756 15.808120 13.700084 2.6703 -0.3177 0.3422 0.0345
O 16.274905 19.694125 10.160306 -0.0168 0.5659 -0.5013 -0.0993
O 15.662243 10.498786 11.237265 0.2496 0.6075 -0.0675 -0.0262
O 7.686840 10.428095 13.791657 0.0480 0.1301 -0.0774 -0.0786
O 15.906870 12.304945 16.850810 -0.4994 -0.1237 -0.7721 -0.1113
O 15.306754 9.135740 16.503310 -0.1804 -0.5688 -0.2545 -0.0715
O 16.340826 18.038864 16.574351 0.1355 -0.9725 -0.7398 -0.1488
O 12.810276 17.621223 16.836351 1.1975 0.2172 -0.3522 -0.1506
O 12.462167 21.443199 14.995177 -0.0424 -0.4449 0.1816 -0.0067
O 9.846602 18.970235 11.633105 -0.0997 -0.4109 -0.7409 -0.0220
O 8.104245 13.882140 9.830095 -1.0330 -0.7089 -0.0845 0.0361
O 12.936003 15.671138 11.990063 -0.6476 0.0853 -0.3417 -0.1049
O 18.179959 13.439015 14.105709 0.2006 -0.3665 1.3314 -0.0354
N 10.092438 14.984955 10.001534 -1.5689 0.0352 0.1143 0.1768
N 8.153138 16.144187 9.529135 -1.1359 0.3174 -0.0321 0.1661
N 8.466124 15.121518 14.785612 1.3396 1.6270 -2.9396 0.1683
N 18.950986 14.682717 16.608311 2.3544 1.2643 1.6577 0.1766
N 8.502524 16.550950 12.829627 -0.5740 -0.5447 0.9118 0.1905
N 16.904010 11.518782 13.819980 -0.0173 0.1581 -1.1583 0.1940
N 20.238147 14.835715 12.828273 -0.9530 0.2469 -1.3247 0.1684
N 18.527164 16.509726 18.207834 1.1989 -2.1736 -1.3607 0.1539
N 14.249341 20.122373 15.636295 -2.6860 1.7305 0.6022 0.1669
N 20.014128 17.132062 12.205545 -0.2792 -1.2312 -0.4891 0.1184
N 12.397078 20.502622 17.106808 1.2132 0.8031 -1.8038 0.1653
N 16.573933 8.990645 9.809890 -0.0876 1.1236 -0.9669 0.1630
N 17.420048 13.002315 12.094713 -0.3217 -0.7490 -0.0821 0.1908
N 15.798863 11.128026 8.993378 1.5934 -2.7692 0.6773 0.1586
N 10.163697 20.832705 12.843108 1.1544 -1.5145 0.2273 0.1724
N 11.530470 18.817830 13.142189 -1.5084 2.7994 -0.5345 0.2054
C 9.148860 17.821864 17.075426 -1.1595 -0.2719 0.3139 -0.2992
C 17.642566 8.340922 16.065559 -1.3410 0.4189 -0.6717 -0.0724
C 16.003220 10.226631 10.097507 -0.1618 0.3333 -1.6682 -0.5621
C 14.363881 19.113335 11.296736 -0.9125 0.6075 -0.1988 -0.0941
C 18.098047 15.455494 17.331467 -0.9426 0.4552 -0.1820 -0.6181
C 11.936865 17.989092 8.878124 0.2905 -0.7777 -1.2367 -0.2963
C 13.082281 12.901044 10.153191 0.3392 -1.2300 0.1556 -0.1618
C 13.002889 10.019946 14.049013 0.0273 -1.7091 0.1069 -0.0518
C 15.418480 12.167517 19.264115 0.8277 -0.4763 -0.2774 -0.0710
C 10.822380 13.423200 16.330735 -0.5960 0.1989 -0.4126 -0.1045
C 16.150247 8.517084 15.562664 2.8596 0.0398 -0.0263 -0.3105
C 12.977644 20.726483 15.848469 0.5724 -0.4945 0.8009 -0.5973
C 8.344878 12.287903 12.275496 -0.9623 -0.2097 1.8589 -0.0739
C 16.454961 12.078355 18.126513 0.5556 -0.5650 0.9790 -0.3152
C 12.816903 9.078266 12.825083 -1.4499 -0.7301 0.7684 -0.3206
C 9.207905 15.847967 13.752325 -2.4655 -0.9629 1.1123 -0.6087
C 7.644594 11.828603 13.603493 0.2563 1.2511 -0.6416 -0.3225
C 17.930587 17.613476 14.662146 -0.4815 -0.2230 0.5685 -0.0574
C 12.214999 17.282638 7.515536 0.0328 1.5455 0.9551 -0.0602
C 16.763451 18.448337 15.237026 -0.2465 -1.0329 0.4727 -0.2619
C 16.358572 15.994031 8.754238 0.3758 -0.1002 -0.5432 -0.1390
C 19.492195 15.794247 12.187607 -0.9396 1.4455 0.1285 -0.5847
C 14.006644 16.015644 12.839550 0.0611 0.0089 1.0817 -0.3102
C 13.649816 16.934136 17.730617 -0.4187 -1.5540 0.7024 -0.1610
C 14.400498 14.849019 13.737146 0.0805 -0.7862 -0.3046 -0.0481
C 17.516928 12.675721 13.400304 -0.5099 -0.1777 -0.5179 -0.6323
C 8.852261 18.510412 18.374208 0.3377 0.9016 -0.1761 -0.0885
C 8.688992 14.929231 9.775755 3.0426 -0.2057 0.0246 -0.6695
C 10.513506 19.529525 12.497090 -0.2369 0.0283 0.5865 -0.5754
C 14.877493 20.031234 10.197637 -0.1276 -0.3589 0.0433 -0.2949
H 11.852373 16.264960 7.584294 0.0966 -0.2328 -0.3758 0.0642
H 16.460729 10.988864 8.218802 -0.8076 0.4045 0.5618 0.1034
H 7.530470 16.356494 12.757245 -0.6141 0.0238 -0.2193 0.0933
H 17.251413 12.819414 18.275499 0.0338 -0.3520 0.1921 0.0962
H 11.238362 14.225328 15.720272 -0.0077 0.0116 0.0309 0.0655
H 10.575388 14.103865 9.979825 -0.0576 0.0875 -0.0459 0.0700
H 13.665555 9.534662 14.766260 0.3412 0.2650 -0.0085 0.0483
H 12.365406 13.105379 10.963060 0.2821 -0.2144 -0.1406 0.0828
H 7.230844 16.120009 9.113922 0.2231 0.0557 0.1440 0.1147
H 14.668726 21.109290 10.434630 0.4806 -0.7970 -0.0841 0.1207
H 12.402081 8.076448 13.033176 -0.4203 0.6387 0.9121 0.1165
H 14.802046 19.430935 12.248155 0.1019 -0.3116 -0.0728 0.0696
H 14.021448 15.941484 17.360493 -0.0445 0.8204 -0.2689 0.0784
H 9.446845 21.308997 12.315429 0.3042 -0.4065 0.0243 0.1062
H 16.073573 17.080372 16.498257 0.5594 1.1496 0.3090 0.0580
H 15.873522 7.521373 15.257833 -1.1044 -0.2388 0.2627 0.1025
H 17.903236 17.272110 18.433544 -0.2090 -0.4032 -0.4452 0.0871
H 16.272135 11.071305 13.148214 0.4437 0.3408 0.3773 0.0670
H 14.465081 19.349344 16.233594 0.4249 -0.5687 -0.2211 0.0468
H 16.597967 8.317512 10.546915 -0.0925 -0.0218 0.3690 0.0980
H 17.762372 7.816931 16.997334 -0.2800 -0.2905 0.4194 0.0603
H 11.917510 17.353426 17.045092 -0.9404 -0.0958 -0.2273 0.0068
H 13.722315 12.020475 10.370219 -0.9384 0.0752 0.3078 0.0618
H 8.968993 16.778732 11.974500 0.2694 0.2429 -0.2346 0.0614
H 14.962334 13.135007 19.339296 -0.0733 0.7120 -0.0375 0.0565
H 8.782392 16.851623 9.210039 0.2839 0.4988 -0.2525 0.0616
H 17.898211 17.517365 13.579518 -0.1892 0.2973 -0.0245 0.0454
H 12.092273 19.250365 13.842324 0.2145 0.1116 0.3883 0.0647
H 12.548694 12.687986 9.229003 -0.2466 0.0309 -0.1176 0.0838
H 13.782279 16.925671 13.414841 -0.0306 -0.1150 -0.0318 0.1043
H 12.523714 17.436937 9.623661 -0.0678 0.4756 0.2740 0.0975
H 16.660664 19.928160 9.308547 -0.1293 0.1089 0.0984 0.0805
H 13.342484 11.018582 13.801170 0.1837 0.1327 -0.2674 0.0645
H 7.791197 11.879027 11.449151 0.0804 -0.0430 -0.5060 0.0637
H 13.279202 19.194468 11.396943 0.0654 0.0959 0.0361 0.0523
H 15.324455 15.039465 14.304589 0.0199 -0.0857 -0.4927 0.0724
H 6.592231 12.171000 13.623225 0.3871 -0.4229 -0.1732 0.1140
H 21.017357 17.283297 12.122241 -0.4237 -0.2547 0.0116 0.0903
H 15.889960 11.922486 20.230503 -0.1765 0.0462 -0.3562 0.0807
H 8.601615 10.221402 13.587306 0.0796 -0.5234 0.0396 0.0660
H 14.837237 16.247854 12.190596 0.3625 0.0747 -0.1849 0.0990
H 9.015123 14.959592 15.611200 -0.3811 0.0146 0.3116 0.0305
H 9.792962 18.968217 18.668498 0.2396 -0.1753 0.4846 0.0707
H 16.891937 11.027597 18.136830 -0.3942 1.2878 -0.1223 0.1238
H 15.385416 12.032381 9.112514 0.1186 0.2350 0.4139 0.0576
H 17.715193 13.961945 11.946092 -0.1388 0.2130 -0.6547 0.0490
H 13.739296 14.637189 10.616419 0.0388 0.0562 -0.1882 0.0410
H 8.246287 19.372891 18.160565 -0.8331 0.2791 0.1405 0.0702
H 8.436304 17.919468 19.172991 -0.0890 -0.2940 0.1972 0.0743
H 16.104539 17.011507 9.127011 0.6314 -0.5952 -0.1739 0.0742
H 16.300051 9.087844 14.627521 -0.6106 0.0027 0.2889 0.0853
H 12.249656 19.032669 8.756727 0.0551 -0.0941 0.4661 0.1039
H 14.629717 11.462035 19.058031 -0.3072 -0.4089 0.0640 0.0627
H 18.720324 14.034029 15.874500 -1.0289 -0.0983 -0.2319 0.0601
H 11.595480 17.853462 12.950582 -0.0909 -0.9542 -0.1499 0.0539
H 16.762981 12.519761 11.495417 0.1044 0.2217 0.0794 0.0764
H 10.010509 16.103685 17.586171 -0.0346 0.2650 -0.3760 0.0814
H 16.636497 11.465736 14.775493 0.0058 0.1599 0.8282 0.0581
H 12.788551 19.787623 17.668024 0.0668 -0.6833 0.3565 0.0646
H 19.747014 13.946779 13.019202 0.3613 0.9558 0.2485 0.0861
H 12.097562 15.652144 12.485298 0.0631 -0.1472 -0.0261 0.0595
H 11.706967 17.880392 6.757955 -0.2578 -0.4318 -0.1975 0.0704
H 18.059032 9.328422 16.170739 0.4553 0.3889 0.0638 0.0504
H 20.907536 15.192015 13.473588 0.3267 -0.1521 0.3744 0.0886
H 14.473222 20.149727 14.657271 0.3593 -0.3307 0.0606 0.0760
H 14.567629 18.065344 11.073612 0.2835 0.1988 0.0393 0.0550
H 12.069211 10.106256 14.616687 -0.1016 0.0563 -0.4005 0.0710
H 19.525972 16.734830 18.190471 -0.8250 -0.0142 -0.0221 0.0926
H 10.571257 15.831499 9.751926 0.2542 0.1040 -0.0982 0.0493
H 18.947496 17.927838 14.935010 -0.4360 0.1633 0.1266 0.0767
H 19.451027 17.737375 11.600260 0.4194 -0.4105 0.3717 0.1029
H 11.445633 20.760080 17.258846 -0.2288 0.1788 -0.1705 0.0889
H 15.025396 14.999981 8.002939 -0.6705 -0.0380 -0.8505 0.0353
H 10.319078 12.714930 15.649195 0.2092 0.1629 0.3804 0.0800
H 7.491099 15.353509 14.823104 -0.0862 -0.0594 0.5708 0.0851
H 9.386128 11.957015 12.278482 0.0079 0.0126 -0.1288 0.0681
H 8.308138 17.188225 16.730019 0.2537 0.5302 -0.0315 0.1115
H 14.594534 9.358038 12.353081 0.4653 -0.1693 -0.8016 0.0266
H 9.284333 18.668561 16.371241 0.6393 -1.0765 -0.2120 0.1267
H 10.713594 21.322672 13.518334 0.2428 0.3644 0.3246 0.0549
H 8.128458 12.357765 14.435009 0.0208 -0.1510 0.0722 0.0712
H 14.504369 13.986068 13.026657 0.3060 0.4591 0.8596 0.0822
H 19.934836 14.757346 16.804910 0.0986 0.0570 -0.0958 0.0956
H 13.291496 17.364554 7.286464 -0.3739 -0.4819 0.2156 0.0698
H 15.862282 18.318736 14.635452 0.2116 0.0113 -0.5414 0.0830
H 15.917235 13.258400 16.656408 0.1933 -0.1872 0.2182 0.0670
H 14.372103 19.825828 9.225090 0.4335 -0.0289 0.5360 0.1023
H 17.786589 16.593823 15.040755 0.1481 0.0579 -0.1508 0.0546
H 16.126498 15.240917 9.516632 0.1951 0.3915 0.1813 0.0536
H 12.083338 9.553218 12.208801 -0.5537 0.4500 -0.8509 0.0843
H 15.418861 10.085980 16.430218 0.0165 0.3442 0.0597 0.0427
H 13.672605 14.549114 14.504970 -0.2385 0.3549 -0.3900 0.0684
H 11.621182 12.941508 16.871065 0.2046 -0.2135 0.2362 0.0776
H 16.950339 19.500425 15.324385 0.3195 0.5249 -0.0627 0.1003
H 9.864732 13.585783 18.089242 -0.0238 0.1528 -0.7917 0.1030
H 10.339660 18.357271 9.988353 0.0176 0.3961 0.7513 0.0258
H 14.515799 17.556349 17.976960 -0.2995 -0.2034 0.3027 0.0649
H 8.305189 13.379388 12.251003 0.1376 -0.1831 -0.2114 0.0463
H 18.176074 7.797893 15.288527 0.2000 0.0295 -0.0645 0.0672
H 16.806144 8.637597 8.877855 -0.4195 0.6054 0.6596 0.1101
H 17.411612 15.820939 8.440140 -0.4598 0.7234 0.5822 0.0852
H 13.032998 16.604790 18.609084 0.7903 0.6762 -0.1480 0.0948

***

No. 2
14
Properties=species:S:1:pos:R:3:forces:R:3:lowdin_charge:R:1 method="wB97M-V/def2-TZVPD" total_charge=0 e_homo_ev=-7.78 de_lowest_ev=3.227 orbital_gap_ev=8.6 molar_mass_g_mol=88.1
O -1.633997 -1.286984 0.422709 0.2858 1.7372 -0.4813 0.0447
O 1.296850 1.154637 -0.046342 -0.8306 -0.3557 -2.4357 -0.0474
C -1.886685 1.124012 0.100923 -0.0205 0.3665 -1.1377 -0.0530
C 0.835187 -0.073897 -0.555284 -3.8881 0.8167 -1.2337 -0.2590
C 1.517680 -1.270426 0.054038 -0.3765 1.7893 1.0742 -0.0862
C -1.227073 -0.203298 0.075445 2.9080 -1.9651 -0.2318 -0.2772
H 0.594383 0.058898 -1.693221 1.0619 -0.5682 2.1701 0.1427
H 1.146038 -1.281878 1.118158 1.3186 0.0611 -0.5986 0.1090
H -2.849552 1.113269 0.609090 0.0280 -0.0053 -0.0132 0.0810
H -1.187250 1.834626 0.529624 0.0200 0.1042 0.2568 0.0691
H 2.575483 -1.382024 -0.185270 0.3722 0.8689 0.7647 0.0864
H 1.217434 -2.190573 -0.265405 -1.7627 -2.3376 -1.3791 0.0363
H -1.992312 1.473475 -0.961229 -0.0815 -0.3828 0.8346 0.1059
H 1.593810 0.930162 0.796759 0.9654 -0.1291 2.4105 0.0478